Computed, not measured: a molecular structure, C6H10O, with ωB97M-V/def2-TZVPD.

Its total energy is -8427.444 eV. The value obtained for the highest occupied orbital energy is -8.44 eV. The HOMO-LUMO gap is 8.924 eV. The relative energy (zero: lowest compared OMol25 entry of this formula, charge and spin) is 3.797 eV.

Geometry as XYZ:
```
17
Properties=species:S:1:pos:R:3:nbo_charge:R:1
H -1.504 1.450 -1.190 0.210
H -2.400 -0.902 -0.734 0.208
H 0.820 0.972 -1.533 0.205
H 0.030 1.026 1.468 0.212
H -2.901 0.212 0.550 0.211
C 0.386 0.464 -0.670 -0.218
C -1.072 0.780 -0.448 -0.216
H 1.083 -0.849 1.073 0.445
C -0.031 1.391 0.445 -0.424
C 2.244 -1.062 0.028 0.387
O 2.308 -0.785 1.274 -0.609
C -2.033 -0.261 0.077 -0.610
H 0.620 -1.623 -1.255 0.225
C 0.912 -0.945 -0.447 -0.634
H -1.550 -0.907 0.816 0.215
H 0.198 2.448 0.342 0.219
H 3.158 -1.393 -0.475 0.175
```

***

Computed, not measured: 2 unconnected molecules or ions with the total composition C4H6O4 at a distorted geometry, with ωB97M-V/def2-TZVPD.

Its total energy is -12435.346 eV. The value obtained for the highest occupied orbital energy is -1.31 eV. Its total charge is -2. The HOMO-LUMO gap is 7.954 eV. The relative energy (zero: lowest compared OMol25 entry of this formula, charge and spin) is 0.890 eV.

Geometry as XYZ:
```
14
Properties=species:S:1:pos:R:3:nbo_charge:R:1
C -2.021 -0.399 1.326 -0.746
O -2.651 0.310 -0.970 -0.762
C 2.610 -0.256 -1.726 0.773
O 2.985 0.659 -2.516 -0.818
O 2.846 -1.480 -1.836 -0.802
C -2.731 0.493 0.251 0.760
C 2.065 0.278 -0.333 -0.756
H -2.113 0.120 2.280 0.195
H -2.632 -1.299 1.290 0.192
H 2.755 1.080 -0.070 0.188
O -3.540 1.288 0.824 -0.835
H 1.017 0.488 -0.153 0.223
H -0.972 -0.698 1.356 0.196
H 2.381 -0.584 0.277 0.192
```

***

Computed, not measured: a single C6H10N2O4 molecule at a distorted geometry, with ωB97M-V/def2-TZVPD.

Its total energy is -17550.220 eV. The value obtained for the highest occupied orbital energy is -10.05 eV. The HOMO-LUMO gap is 10.255 eV. The SMILES is NC(=O)[C@@](O)(C[N+](=O)[O-])C1CC1. The relative energy (zero: lowest compared OMol25 entry of this formula, charge and spin) is 4.510 eV.

Geometry as XYZ:
```
22
Properties=species:S:1:pos:R:3:nbo_charge:R:1
O 1.422 0.117 2.453 -0.370
H 2.857 0.682 -0.082 0.219
H 1.274 -1.145 -0.165 0.233
H -0.772 -0.875 1.727 0.199
C -1.550 -0.838 -0.732 0.684
C -0.587 0.262 -0.006 0.190
H -2.294 -2.629 -0.620 0.405
O -2.114 -0.413 -1.732 -0.615
H -1.711 1.246 -1.179 0.503
N 0.434 0.793 2.284 0.528
H 1.010 1.002 -2.348 0.233
H -1.558 0.640 2.091 0.244
N -1.616 -2.082 -0.154 -0.838
O -1.003 1.469 -0.560 -0.711
C 1.914 0.847 -0.557 -0.409
H 1.904 -0.618 -2.264 0.216
C 1.430 0.197 -1.819 -0.413
O 0.410 2.014 2.485 -0.375
H -1.149 -2.478 0.665 0.419
C -0.738 0.137 1.569 -0.291
C 0.836 -0.190 -0.478 -0.278
H 1.605 1.861 -0.575 0.225
```

***

Computed, not measured: a single C8H17NO molecule at a distorted geometry, with ωB97M-V/def2-TZVPD.

Its total energy is -12109.295 eV. The value obtained for the highest occupied orbital energy is -9.18 eV. The HOMO-LUMO gap is 10.020 eV. The SMILES is CC1(C)N[C@](C)(O)C1(C)C. The relative energy (zero: lowest compared OMol25 entry of this formula, charge and spin) is 1.074 eV.

Geometry as XYZ:
```
27
Properties=species:S:1:pos:R:3:nbo_charge:R:1
H 0.126 1.115 -2.202 0.203
C -0.887 0.425 0.294 0.137
C 0.155 -0.332 -0.567 -0.055
C 0.187 -1.851 -0.465 -0.621
H 1.473 -0.891 1.943 0.203
H 2.727 0.353 1.809 0.223
H 1.060 -2.232 -0.989 0.216
C 2.094 -0.334 1.249 -0.640
H -2.145 0.269 2.029 0.211
H 0.227 -2.208 0.559 0.210
C 0.174 0.041 -2.046 -0.613
H 0.242 1.471 1.843 0.364
H -2.248 -1.118 0.940 0.215
O 2.166 1.231 -0.485 -0.723
H -1.479 1.993 -1.080 0.215
H -0.702 -2.272 -0.934 0.210
H 2.733 -1.017 0.697 0.222
C -1.569 -0.394 1.385 -0.627
H -0.665 -0.420 -2.564 0.208
C 1.260 0.487 0.276 0.406
N 0.218 1.322 0.842 -0.671
H -2.576 0.604 -1.032 0.206
H 1.097 -0.322 -2.496 0.222
H 1.682 1.971 -0.868 0.477
H -0.849 -0.922 2.004 0.206
C -1.940 1.253 -0.434 -0.616
H -2.558 1.779 0.290 0.211
```

***

Computed, not measured: a single C2H5NO molecule at a distorted geometry, with ωB97M-V/def2-TZVPD.

Its total energy is -5688.302 eV. The value obtained for the highest occupied orbital energy is -8.38 eV. The HOMO-LUMO gap is 9.210 eV. The relative energy (zero: lowest compared OMol25 entry of this formula, charge and spin) is 4.927 eV.

Geometry as XYZ:
```
9
Properties=species:S:1:pos:R:3:nbo_charge:R:1
C -0.529 1.468 -0.102 -0.165
O -1.520 -0.671 -0.053 -0.559
C 0.781 -0.640 -0.004 -0.442
N -0.443 0.223 -0.194 -0.112
H -2.042 -0.238 0.585 0.473
H 0.905 -0.861 1.037 0.212
H 0.878 -1.519 -0.695 0.224
H 0.379 2.105 -0.381 0.163
H 1.591 0.133 -0.193 0.206
```

***

Computed, not measured: a single C8H8NOP molecule at a distorted geometry, with ωB97M-V/def2-TZVPD.

Its total energy is -21249.564 eV. The value obtained for the highest occupied orbital energy is -8.87 eV. The HOMO-LUMO gap is 9.667 eV. The SMILES is PC1=NCc2ccccc2O1. The relative energy (zero: lowest compared OMol25 entry of this formula, charge and spin) is 0.567 eV.

Geometry as XYZ:
```
19
Properties=species:S:1:pos:R:3:nbo_charge:R:1
C 1.562 1.287 0.328 -0.190
C -0.535 1.447 -0.984 -0.220
N -1.715 0.425 -1.216 -0.519
H 1.730 2.308 -0.085 0.212
C 0.172 -0.699 0.347 0.344
H 2.800 -1.082 2.435 0.217
C 2.445 0.730 1.198 -0.227
H 3.441 1.311 1.519 0.225
H -4.219 -1.107 -0.534 0.017
C 2.131 -0.493 1.685 -0.199
C 1.046 -1.254 1.253 -0.270
H -3.231 -1.079 -2.596 0.011
H 0.976 -2.288 1.622 0.232
C -1.829 -0.807 -0.841 0.297
C 0.460 0.602 -0.118 -0.111
H -0.804 2.316 -0.435 0.207
P -3.239 -1.859 -1.438 0.267
O -0.874 -1.448 -0.162 -0.507
H -0.317 1.689 -1.979 0.214
```